# 1
{"formula": "C45H40CoOP2S", "method": "ωB97M-V/def2-TZVPD", "symbols": ["Co", "C", "C", "C", "C", "C", "C", "C", "C", "C", "H", "H", "H", "H", "H", "H", "H", "H", "H", "H", "H", "H", "O", "S", "C", "C", "C", "C", "C", "C", "P", "C", "C", "C", "C", "C", "C", "C", "C", "C", "C", "C", "C", "C", "C", "C", "C", "C", "C", "P", "C", "C", "C", "C", "C", "C", "C", "C", "C", "C", "C", "C", "H", "H", "H", "H", "H", "H", "H", "H", "H", "H", "H", "H", "H", "H", "H", "H", "H", "H", "H", "H", "H", "H", "H", "H", "H", "H", "H", "H"], "positions_angstrom": [[0.34196, 0.56980, 0.13080], [-3.23581, -1.74536, 2.58997], [-1.89416, -1.09301, 2.52958], [-1.79086, 0.25417, 2.13776], [-0.56270, 0.89974, 2.11715], [-0.39470, 2.37309, 1.84653], [0.61148, 0.13384, 2.37200], [0.52246, -1.21618, 2.76012], [1.74184, -1.98246, 3.16732], [-0.73990, -1.79856, 2.84139], [-3.55746, -1.98324, 1.57339], [-3.98229, -1.08004, 3.02360], [-3.20930, -2.67020, 3.16092], [-2.69513, 0.80875, 1.91258], [-0.15657, 2.59869, 0.77914], [0.42431, 2.78540, 2.43306], [-1.30997, 2.92418, 2.05514], [1.55249, 0.65470, 2.51204], [1.89364, -2.85459, 2.52743], [1.61892, -2.35509, 4.18566], [2.63464, -1.36196, 3.14405], [-0.82984, -2.82864, 3.16543], [-1.27621, -2.15728, -0.03255], [-0.17970, -1.38405, -0.58173], [-0.40560, -1.20004, -2.32769], [-0.36654, -2.32524, -3.13700], [-0.59186, -2.15884, -4.49663], [-0.84252, -0.89218, -5.01287], [-0.90564, 0.21904, -4.18125], [-0.69867, 0.06981, -2.81602], [-0.91496, 1.34728, -1.55707], [-0.78932, 2.98771, -2.26877], [0.13956, 3.93433, -1.85013], [0.15348, 5.19677, -2.42474], [-0.76039, 5.51438, -3.41827], [-1.71021, 4.58197, -3.82060], [-1.73811, 3.32527, -3.24281], [-2.61023, 1.22122, -0.97029], [-3.14971, 2.34774, -0.33507], [-4.44556, 2.30918, 0.14778], [-5.20756, 1.15458, -0.00360], [-4.67831, 0.04222, -0.64532], [-3.37860, 0.06714, -1.12931], [1.34625, -2.26660, -0.44162], [1.37584, -3.62930, -0.21899], [2.61944, -4.25736, -0.23600], [3.77698, -3.53019, -0.48368], [3.72718, -2.15484, -0.69717], [2.49808, -1.50975, -0.64892], [2.28042, 0.26138, -0.85710], [2.88278, 0.77352, -2.46008], [2.49450, 0.06614, -3.60485], [3.03327, 0.40217, -4.83254], [3.96141, 1.43203, -4.92959], [4.36688, 2.11786, -3.79491], [3.83691, 1.79281, -2.55686], [3.11116, 1.16810, 0.43863], [3.89080, 0.58179, 1.43863], [4.42012, 1.37250, 2.44463], [4.17118, 2.74112, 2.46620], [3.41950, 3.33517, 1.46204], [2.90025, 2.55381, 0.44054], [-0.15362, -3.30427, -2.72664], [-0.56354, -3.01741, -5.15380], [-0.99856, -0.77010, -6.07652], [-1.10218, 1.19514, -4.60183], [0.82719, 3.71718, -1.04741], [0.86938, 5.93459, -2.08916], [-0.74877, 6.49872, -3.86649], [-2.44225, 4.84108, -4.57331], [-2.51631, 2.62614, -3.52444], [-2.57248, 3.26071, -0.24980], [-4.87047, 3.18248, 0.62420], [-6.22541, 1.12982, 0.36208], [-5.28379, -0.84339, -0.78432], [-2.98625, -0.80544, -1.63410], [0.46023, -4.18155, -0.04747], [2.68097, -5.32414, -0.06715], [4.73253, -4.03711, -0.50741], [4.63726, -1.59899, -0.88760], [1.80739, -0.76544, -3.53752], [2.74378, -0.14983, -5.71664], [4.38642, 1.68522, -5.89152], [5.11163, 2.89852, -3.86748], [4.18753, 2.31314, -1.67744], [4.08164, -0.48335, 1.42945], [5.03781, 0.92515, 3.21184], [4.58753, 3.34950, 3.25787], [3.26232, 4.40552, 1.46314], [2.38478, 3.01527, -0.38981]], "forces_ev_per_a": [[-0.9, 0.2, 0.2], [0.0, 0.0, 0.0], [0.0, 0.0, 0.0], [0.0, 0.1, 0.0], [0.2, -0.3, 0.1], [0.0, -0.1, 0.0], [0.0, -0.1, 0.0], [-0.1, 0.1, 0.0], [0.0, 0.0, 0.0], [0.0, 0.1, 0.0], [0.0, 0.0, 0.0], [0.0, 0.0, 0.0], [0.0, 0.0, 0.0], [0.0, 0.0, 0.0], [0.1, 0.1, -0.1], [0.0, 0.0, 0.0], [0.0, 0.0, -0.1], [0.0, 0.0, 0.0], [0.0, 0.0, 0.0], [0.0, 0.0, 0.0], [0.0, 0.0, 0.0], [0.0, 0.0, 0.0], [0.1, 0.0, 0.1], [0.1, -0.2, 0.1], [-0.1, -0.1, 0.0], [0.0, 0.0, -0.1], [0.0, 0.0, 0.0], [0.0, 0.0, 0.0], [0.0, 0.1, 0.0], [-0.1, -0.1, 0.1], [0.1, 0.0, -0.3], [0.1, 0.0, 0.1], [0.0, 0.0, 0.0], [0.0, 0.0, 0.0], [0.0, 0.0, 0.0], [0.0, 0.0, 0.0], [0.0, 0.0, 0.0], [0.1, 0.1, 0.0], [0.0, 0.0, 0.0], [0.0, 0.0, 0.0], [0.0, 0.0, 0.0], [0.0, 0.0, 0.0], [0.0, 0.0, 0.1], [0.1, 0.1, 0.0], [0.0, 0.0, 0.0], [-0.1, 0.0, 0.0], [0.0, 0.0, 0.0], [0.0, -0.1, 0.0], [-0.1, -0.1, -0.1], [0.3, 0.2, 0.0], [0.0, -0.1, 0.1], [0.1, 0.0, 0.0], [0.0, 0.0, 0.0], [0.0, 0.0, 0.0], [0.0, 0.1, 0.1], [0.0, 0.1, -0.1], [0.2, 0.1, -0.1], [0.0, -0.1, 0.0], [0.0, -0.1, 0.0], [0.0, 0.0, 0.0], [0.0, 0.0, -0.1], [0.1, 0.0, 0.2], [0.0, 0.0, 0.0], [0.0, 0.0, 0.0], [0.0, 0.0, 0.0], [0.0, 0.0, 0.0], [0.0, 0.0, 0.0], [0.0, 0.0, 0.0], [0.0, 0.0, 0.0], [0.0, 0.0, 0.0], [0.0, 0.0, 0.0], [0.0, 0.0, 0.0], [0.0, 0.0, 0.0], [0.0, 0.0, 0.0], [0.0, 0.0, 0.0], [0.0, 0.0, 0.0], [0.0, 0.0, 0.0], [0.0, 0.0, 0.0], [0.0, 0.0, 0.0], [0.0, 0.0, 0.0], [0.0, 0.0, 0.0], [0.0, 0.0, 0.0], [0.0, 0.0, 0.0], [0.0, 0.0, 0.0], [0.0, 0.0, 0.0], [0.0, 0.0, 0.0], [0.0, 0.0, 0.0], [0.0, 0.0, 0.0], [0.0, 0.0, 0.0], [0.0, 0.0, 0.1]], "mulliken_charge": [0.7534, -1.5291, 0.0797, -0.5039, 0.2620, -1.6835, 0.1667, -0.1859, -1.4922, -0.4463, 0.2384, 0.3982, 0.4324, 0.7105, 0.7071, 0.3978, 0.5531, 1.2119, 0.2584, 0.5161, 0.2051, 0.5178, -0.8062, 1.4668, 0.0964, -0.9765, -1.0490, -0.8206, -1.3067, 0.2717, 3.0462, 1.1124, -0.0504, -0.9853, -0.6690, -0.9427, -0.7671, 0.7258, -0.5503, -0.8411, -0.7050, -0.8363, -0.4720, -0.3129, -0.7760, -0.9479, -0.8529, -0.3362, -0.2632, 1.9156, 1.2141, -0.5442, -0.7921, -0.7773, -0.8986, -0.8018, 0.5750, -1.0721, -0.6338, -0.8559, -1.0015, -0.4454, 0.5711, 0.4906, 0.5268, 0.6415, 0.0359, 0.5142, 0.4597, 0.4866, 0.5942, 0.5795, 0.4941, 0.4689, 0.5461, 0.3332, 0.6070, 0.5401, 0.5163, 0.6375, 0.4852, 0.5105, 0.4617, 0.5152, 0.5320, 0.5979, 0.5110, 0.4747, 0.5402, 0.4264], "max_force_ev_per_a": 0.97, "charge": 3, "energy_ha": -4276.74549}

# 2
{"formula": "C23H48N4O5", "method": "ωB97M-V/def2-TZVPD", "symbols": ["C", "N", "C", "N", "C", "O", "C", "C", "O", "O", "H", "H", "H", "H", "H", "H", "H", "H", "H", "H", "H", "H", "C", "C", "C", "C", "C", "C", "N", "O", "C", "C", "C", "H", "H", "H", "H", "H", "H", "H", "H", "H", "H", "H", "H", "H", "H", "H", "H", "H", "H", "C", "C", "C", "C", "C", "C", "N", "O", "C", "C", "C", "H", "H", "H", "H", "H", "H", "H", "H", "H", "H", "H", "H", "H", "H", "H", "H", "H", "H"], "positions_angstrom": [[1.03077, 0.33745, -0.84001], [1.87702, -0.06358, -1.96520], [1.17486, -0.55079, -3.12545], [0.85128, -1.97206, -2.92025], [2.00031, -2.86533, -2.96958], [2.72390, -2.77634, -4.17508], [2.33189, -3.68653, -5.19332], [-0.28335, -2.46334, -3.59070], [-0.95613, -3.37087, -3.18482], [-0.63038, -1.82757, -4.73843], [1.02203, 1.42662, -0.69919], [1.35950, -0.13844, 0.09184], [-0.00626, 0.02216, -1.00871], [2.52931, 0.65948, -2.22706], [1.80542, -0.38913, -4.01108], [0.21764, -0.02916, -3.28796], [1.63141, -3.88492, -2.79681], [2.67015, -2.58738, -2.15074], [1.34760, -4.12759, -4.99593], [3.06722, -4.49521, -5.28057], [2.28750, -3.16027, -6.15402], [0.11475, -1.30917, -5.07427], [3.31480, -0.45722, 5.98704], [3.78015, -0.53798, 4.52564], [5.23552, -0.08994, 4.38772], [5.41722, 1.41263, 4.60566], [4.50195, 2.23291, 3.69620], [3.03077, 1.80505, 3.73161], [2.95207, 0.31279, 3.60121], [3.03091, -0.07804, 2.37507], [2.33869, 2.30351, 5.00782], [2.27969, 2.42083, 2.55762], [3.61851, -1.99166, 4.09651], [3.70917, -1.32151, 6.52223], [3.66828, 0.42172, 6.51737], [2.22706, -0.48980, 6.05376], [5.58758, -0.35097, 3.38521], [5.84384, -0.65584, 5.09729], [5.24432, 1.67388, 5.65309], [6.45474, 1.68143, 4.39911], [4.55291, 3.28891, 3.97180], [4.86261, 2.15520, 2.66621], [1.32965, 1.89500, 5.07675], [2.26004, 3.38991, 4.96776], [2.86860, 2.06079, 5.92224], [2.77029, 2.23447, 1.60511], [2.23099, 3.50068, 2.70475], [1.26065, 2.03781, 2.49488], [2.59293, -2.32690, 4.25907], [4.28350, -2.61087, 4.69998], [3.86509, -2.13972, 3.04948], [-6.52927, 1.25799, -2.34642], [-5.16923, 1.72756, -1.80967], [-4.16710, 1.91336, -2.94957], [-3.73385, 0.58881, -3.57815], [-3.20389, -0.39007, -2.52975], [-4.11805, -0.58245, -1.31657], [-4.56958, 0.76132, -0.82919], [-3.71524, 1.31704, -0.04107], [-5.30239, -1.49698, -1.65478], [-3.34056, -1.25502, -0.19039], [-5.41541, 3.04478, -1.08378], [-7.05119, 2.11934, -2.76472], [-6.46105, 0.52130, -3.14111], [-7.14563, 0.84877, -1.54554], [-3.28490, 2.42918, -2.55758], [-4.61174, 2.56816, -3.70327], [-4.55866, 0.13689, -4.13528], [-2.94910, 0.77902, -4.31319], [-3.03155, -1.36707, -2.98724], [-2.23092, -0.03117, -2.17629], [-6.00455, -1.53283, -0.82045], [-4.93074, -2.50653, -1.82844], [-5.84631, -1.20469, -2.54695], [-2.40665, -0.74151, 0.02334], [-3.10854, -2.27800, -0.48832], [-3.92961, -1.28228, 0.72679], [-6.18083, 2.92121, -0.31593], [-5.76729, 3.78273, -1.80610], [-4.51515, 3.42604, -0.61122]], "forces_ev_per_a": [[-0.1, -0.1, 0.3], [0.0, 0.1, -0.3], [0.0, 0.1, 0.3], [0.0, 0.1, -0.8], [-0.1, -0.3, 0.7], [0.0, 0.0, -0.1], [0.0, -0.1, -0.2], [-0.2, -0.1, 0.4], [0.2, 0.0, -0.2], [0.0, 0.1, -0.1], [0.0, -0.2, 0.0], [0.0, 0.2, -0.2], [0.2, 0.0, 0.0], [0.0, 0.0, 0.1], [0.0, -0.1, 0.1], [0.1, -0.1, 0.0], [0.1, 0.2, 0.0], [0.0, 0.1, -0.3], [0.1, 0.1, 0.0], [-0.1, 0.1, 0.1], [0.0, 0.0, 0.2], [-0.1, 0.0, 0.1], [0.0, 0.1, 0.0], [-0.3, -0.2, 0.3], [0.1, 0.2, -0.1], [-0.1, 0.0, 0.0], [0.2, -0.1, 0.0], [-0.4, 0.2, 0.3], [0.8, 0.0, -0.6], [-0.3, 0.1, 0.4], [0.0, -0.1, 0.0], [0.0, 0.1, -0.2], [0.1, -0.1, -0.1], [0.0, 0.0, 0.0], [0.0, 0.0, 0.0], [0.0, 0.0, 0.0], [-0.1, 0.0, 0.0], [0.0, 0.0, 0.0], [0.0, 0.0, 0.0], [0.0, 0.0, 0.0], [0.0, 0.0, 0.0], [-0.1, -0.1, 0.0], [0.0, 0.0, 0.0], [0.0, 0.0, -0.1], [0.0, 0.0, 0.0], [0.0, -0.1, 0.0], [0.0, 0.0, 0.0], [0.0, 0.0, 0.0], [0.0, 0.0, 0.0], [0.0, 0.0, 0.1], [0.0, 0.1, 0.0], [0.0, 0.0, 0.0], [-0.4, 0.0, 0.0], [0.2, -0.1, -0.1], [-0.1, 0.0, 0.1], [0.2, 0.1, -0.2], [-0.2, -0.4, 0.1], [0.8, 0.3, -0.1], [-0.4, -0.2, 0.0], [-0.1, 0.1, 0.0], [0.1, 0.0, 0.0], [0.1, 0.1, 0.0], [0.0, 0.0, 0.0], [0.0, 0.0, 0.0], [0.0, 0.0, 0.0], [0.0, 0.0, 0.1], [0.0, 0.0, 0.0], [0.0, 0.0, 0.0], [0.0, 0.0, 0.0], [0.1, 0.0, 0.0], [0.0, 0.0, 0.1], [0.0, 0.0, 0.0], [0.1, 0.0, 0.0], [0.0, 0.0, 0.0], [0.0, 0.0, 0.0], [0.0, 0.0, 0.0], [0.0, 0.0, 0.0], [0.0, 0.0, 0.0], [-0.1, 0.0, 0.0], [0.0, 0.0, 0.0]], "lowdin_spin": [0.0001, 0.0001, 0.0000, 0.0000, 0.0000, 0.0000, 0.0000, 0.0001, 0.0001, 0.0002, 0.0000, 0.0000, 0.0000, 0.0000, 0.0000, 0.0000, 0.0000, 0.0000, 0.0000, 0.0000, 0.0000, 0.0000, 0.0025, 0.0255, 0.0164, 0.0009, 0.0164, 0.0259, 0.3849, 0.5171, 0.0031, -0.0013, -0.0008, -0.0005, 0.0000, 0.0013, 0.0024, 0.0017, 0.0003, 0.0007, 0.0017, 0.0021, 0.0014, -0.0004, 0.0000, -0.0004, -0.0004, 0.0001, 0.0003, -0.0004, -0.0007, 0.0028, 0.0254, 0.0164, 0.0009, 0.0165, 0.0256, 0.3863, 0.5159, 0.0034, -0.0015, -0.0009, -0.0004, 0.0000, 0.0013, 0.0022, 0.0018, 0.0003, 0.0007, 0.0015, 0.0018, 0.0014, -0.0004, 0.0000, -0.0004, -0.0004, 0.0000, 0.0003, -0.0004, -0.0007], "max_force_ev_per_a": 0.98, "e_above_lowest_ev": 0.0000, "multiplicity": 3, "energy_ha": -1500.25343}

# 3
{"formula": "C5H9N3", "method": "ωB97M-V/def2-TZVPD", "symbols": ["C", "C", "C", "C", "C", "N", "N", "N", "H", "H", "H", "H", "H", "H", "H", "H", "H"], "positions_angstrom": [[1.65768, -1.30044, 0.08646], [0.52129, 0.69645, -0.05485], [1.90404, 0.17587, 0.07249], [-1.68022, -0.53829, -0.70187], [-1.99437, -0.52324, 0.72440], [0.42894, -1.58249, -0.06780], [0.12539, 1.92583, -0.05476], [-0.28830, -0.42313, -0.18396], [2.40172, -2.07773, 0.17353], [2.46944, 0.55339, 0.93548], [2.52882, 0.43705, -0.79877], [-1.79902, -1.49323, -1.22165], [-2.01283, 0.28979, -1.32780], [-2.21168, 0.39779, 1.25822], [-2.00917, -1.44805, 1.29737], [0.80128, 2.68785, 0.02316], [-0.84301, 2.22257, -0.15964]], "forces_ev_per_a": [[-0.3, 0.4, 0.0], [-0.1, 0.3, -0.1], [0.8, 0.0, 0.0], [-0.5, -0.2, -0.5], [0.8, 0.0, -0.3], [0.5, -2.0, 0.0], [0.0, 0.1, -0.1], [-1.5, 1.4, 0.7], [0.1, -0.1, 0.0], [-0.2, 0.0, 0.0], [-0.2, 0.1, 0.0], [0.2, 0.2, 0.2], [0.2, 0.1, 0.2], [0.1, 0.1, 0.0], [0.2, 0.0, -0.1], [-0.1, -0.2, 0.0], [0.1, -0.1, 0.0]], "mulliken_charge": [-0.2069, 0.3686, -0.4656, -0.4830, -0.0568, -0.7690, -0.2437, 0.7650, 0.4726, 0.4311, 0.3825, 0.3239, 0.3401, 0.2886, 0.3030, 0.3102, 0.2393], "max_force_ev_per_a": 2.17, "e_above_lowest_ev": 2.3470, "charge": 2, "energy_ha": -359.41301}